Model P:
{"formula": "C39H38BFN10SSn", "method": "ωB97M-V/def2-TZVPD", "multiplicity": 2, "total_charge": 1, "s2": 0.783, "orbital_gap_ev": [7.90, 5.41], "elements": ["Sn", "C", "C", "C", "C", "N", "N", "B", "N", "C", "C", "C", "C", "N", "N", "C", "C", "C", "C", "N", "N", "C", "C", "C", "C", "N", "H", "H", "H", "H", "H", "H", "H", "H", "H", "H", "H", "H", "H", "H", "H", "H", "H", "H", "H", "H", "C", "C", "C", "C", "C", "C", "C", "C", "C", "S", "C", "N", "H", "H", "H", "H", "H", "H", "H", "H", "F", "N", "C", "C", "C", "C", "C", "C", "C", "C", "C", "C", "C", "C", "C", "H", "H", "H", "H", "H", "H", "H", "H", "H", "H"], "coordinates": [[0.088, 0.014, 0.424], [1.882, 1.679, 3.138], [0.394, 1.776, 3.161], [-0.399, 2.362, 4.142], [-1.697, 2.167, 3.729], [-1.686, 1.498, 2.573], [-0.403, 1.253, 2.212], [-2.902, 0.941, 1.774], [-2.777, -0.607, 1.760], [-3.599, -1.601, 2.134], [-2.920, -2.791, 2.077], [-1.638, -2.458, 1.635], [-0.479, -3.380, 1.457], [-1.574, -1.143, 1.430], [-2.804, 1.420, 0.306], [-3.688, 2.125, -0.400], [-3.227, 2.241, -1.688], [-2.004, 1.578, -1.703], [-1.127, 1.391, -2.888], [-1.753, 1.069, -0.481], [-4.154, 1.528, 2.402], [-5.237, 1.063, 3.075], [-6.009, 2.133, 3.438], [-5.318, 3.258, 2.946], [-5.693, 4.701, 3.060], [-4.210, 2.892, 2.332], [2.279, 1.991, 4.101], [2.198, 0.661, 2.932], [2.312, 2.331, 2.379], [-0.069, 2.861, 5.034], [-2.623, 2.459, 4.189], [-4.619, -1.424, 2.395], [-3.292, -3.770, 2.318], [-0.835, -4.388, 1.255], [0.166, -3.065, 0.644], [0.121, -3.398, 2.367], [-4.594, 2.489, 0.050], [-3.707, 2.738, -2.510], [-1.580, 1.872, -3.752], [-0.154, 1.849, -2.738], [-0.991, 0.335, -3.110], [-5.408, 0.030, 3.286], [-6.935, 2.112, 3.982], [-6.658, 4.807, 3.551], [-4.949, 5.250, 3.637], [-5.753, 5.164, 2.075], [3.313, -2.175, 0.513], [3.851, -0.802, 0.270], [5.255, -0.638, 0.189], [5.783, 0.595, -0.040], [4.909, 1.690, -0.197], [5.387, 2.999, -0.430], [4.520, 4.063, -0.571], [3.155, 3.842, -0.487], [2.627, 2.552, -0.267], [0.949, 2.425, -0.183], [3.528, 1.436, -0.100], [3.020, 0.217, 0.130], [4.021, -2.925, 0.172], [2.356, -2.320, 0.020], [3.145, -2.309, 1.583], [5.889, -1.506, 0.297], [6.853, 0.746, -0.118], [6.457, 3.154, -0.494], [4.897, 5.061, -0.742], [2.461, 4.664, -0.590], [1.193, -0.923, 1.717], [-0.190, -1.316, -1.091], [0.458, -1.935, -1.991], [1.893, -1.797, -2.400], [2.458, -0.554, -2.651], [3.758, -0.446, -3.125], [4.525, -1.585, -3.305], [3.981, -2.833, -3.028], [2.666, -2.939, -2.605], [-0.327, -2.954, -2.759], [0.013, -3.292, -4.066], [-0.757, -4.202, -4.775], [-1.863, -4.790, -4.180], [-2.210, -4.451, -2.878], [-1.451, -3.533, -2.175], [1.866, 0.330, -2.503], [4.171, 0.529, -3.348], [5.540, -1.505, -3.669], [4.571, -3.728, -3.174], [2.234, -3.916, -2.424], [0.871, -2.834, -4.542], [-0.491, -4.453, -5.793], [-2.453, -5.510, -4.729], [-3.076, -4.902, -2.413], [-1.727, -3.241, -1.172]], "mulliken_charge": [2.22, -1.08, 0.56, -1.98, 0.27, 0.54, 0.14, -0.02, 0.51, 0.19, -1.95, 0.38, -0.69, 0.27, 0.61, 0.18, -1.92, 0.41, -0.93, 0.14, 0.42, -0.04, -1.24, 0.67, -1.26, -1.12, 0.47, 0.07, 0.18, 0.53, 0.52, 0.53, 0.51, 0.41, -0.16, 0.32, 0.57, 0.53, 0.45, 0.14, 0.03, 0.36, 0.47, 0.38, 0.28, 0.29, -0.97, 0.48, -0.97, -1.23, 0.84, -0.62, -1.00, -0.69, 1.69, -0.15, -1.08, 0.96, 0.54, -0.25, 0.35, 0.58, 0.45, 0.46, 0.41, 0.58, -0.74, -0.55, -0.41, 0.52, -0.33, -0.54, -0.79, -1.04, 0.14, 0.53, -0.30, -0.96, -0.49, -0.89, -0.26, 0.44, 0.50, 0.45, 0.42, 0.54, 0.50, 0.42, 0.42, 0.44, 0.39]}

Model Q:
{"formula": "C39H38BFN10SSn", "method": "ωB97M-V/def2-TZVPD", "multiplicity": 2, "total_charge": 1, "s2": 0.781, "orbital_gap_ev": [7.25, 4.98], "elements": ["Sn", "C", "C", "C", "C", "N", "N", "B", "N", "C", "C", "C", "C", "N", "N", "C", "C", "C", "C", "N", "N", "C", "C", "C", "C", "N", "H", "H", "H", "H", "H", "H", "H", "H", "H", "H", "H", "H", "H", "H", "H", "H", "H", "H", "H", "H", "C", "C", "C", "C", "C", "C", "C", "C", "C", "S", "C", "N", "H", "H", "H", "H", "H", "H", "H", "H", "F", "N", "C", "C", "C", "C", "C", "C", "C", "C", "C", "C", "C", "C", "C", "H", "H", "H", "H", "H", "H", "H", "H", "H", "H"], "coordinates": [[0.413, 0.416, -0.027], [-0.413, -3.135, 1.048], [-0.641, -2.110, 2.094], [-1.040, -2.295, 3.418], [-1.126, -1.026, 3.947], [-0.791, -0.144, 2.993], [-0.504, -0.807, 1.867], [-0.811, 1.393, 3.053], [-1.698, 1.925, 1.928], [-2.764, 2.732, 2.000], [-3.147, 3.065, 0.722], [-2.236, 2.421, -0.119], [-2.176, 2.508, -1.594], [-1.381, 1.733, 0.633], [0.599, 1.979, 2.829], [1.213, 2.934, 3.543], [2.361, 3.306, 2.881], [2.385, 2.527, 1.722], [3.391, 2.531, 0.638], [1.314, 1.741, 1.721], [-1.266, 1.811, 4.440], [-0.589, 1.532, 5.583], [-1.277, 2.085, 6.634], [-2.396, 2.709, 6.047], [-3.473, 3.484, 6.710], [-2.355, 2.519, 4.741], [-0.514, -4.130, 1.470], [-1.139, -3.022, 0.245], [0.581, -3.035, 0.617], [-1.243, -3.220, 3.916], [-1.401, -0.719, 4.935], [-3.166, 3.014, 2.953], [-3.956, 3.704, 0.432], [-3.161, 2.728, -2.000], [-1.483, 3.294, -1.885], [-1.805, 1.573, -2.002], [0.807, 3.305, 4.462], [3.071, 4.049, 3.177], [4.076, 3.364, 0.765], [3.961, 1.604, 0.648], [2.896, 2.616, -0.324], [0.325, 0.975, 5.569], [-1.025, 2.058, 7.674], [-3.330, 3.480, 7.787], [-3.466, 4.514, 6.356], [-4.447, 3.058, 6.477], [1.438, 0.732, -3.891], [2.663, 0.078, -3.371], [3.754, -0.131, -4.248], [4.890, -0.722, -3.781], [4.961, -1.105, -2.424], [6.113, -1.690, -1.870], [6.143, -2.044, -0.539], [5.027, -1.835, 0.262], [3.867, -1.258, -0.247], [2.550, -1.087, 0.836], [3.813, -0.860, -1.617], [2.705, -0.288, -2.108], [1.315, 0.531, -4.951], [1.536, 1.808, -3.749], [0.563, 0.420, -3.330], [3.666, 0.175, -5.279], [5.738, -0.910, -4.424], [6.974, -1.846, -2.503], [7.030, -2.487, -0.115], [5.053, -2.115, 1.304], [0.867, 2.043, -1.261], [-1.051, -0.339, -1.420], [-1.401, -1.306, -2.124], [-2.682, -1.001, -2.834], [-3.779, -0.563, -2.104], [-4.955, -0.245, -2.759], [-5.015, -0.320, -4.141], [-3.911, -0.734, -4.868], [-2.738, -1.079, -4.221], [-0.780, -2.603, -2.405], [-1.569, -3.692, -2.777], [-0.977, -4.905, -3.073], [0.403, -5.036, -3.026], [1.190, -3.960, -2.643], [0.602, -2.752, -2.325], [-3.699, -0.480, -1.031], [-5.817, 0.070, -2.191], [-5.923, -0.048, -4.655], [-3.962, -0.787, -5.944], [-1.872, -1.394, -4.781], [-2.643, -3.589, -2.815], [-1.593, -5.747, -3.351], [0.863, -5.976, -3.289], [2.264, -4.064, -2.598], [1.207, -1.903, -2.043]], "mulliken_charge": [2.23, -0.69, 0.29, -1.98, 0.20, 0.38, 0.31, 0.11, 0.80, 0.17, -1.74, 0.30, -0.82, -0.13, 0.43, 0.20, -1.91, 0.55, -1.15, 0.17, 0.89, -0.40, -1.36, 0.61, -1.32, -1.36, 0.45, 0.02, -0.02, 0.54, 0.57, 0.68, 0.52, 0.39, 0.25, -0.13, 0.52, 0.51, 0.42, 0.16, 0.17, 0.66, 0.45, 0.36, 0.30, 0.32, -1.11, 0.67, -0.95, -1.05, 0.83, -0.62, -0.91, -0.60, 1.71, -0.22, -1.20, 0.51, 0.56, 0.29, -0.02, 0.54, 0.45, 0.45, 0.42, 0.58, -0.75, -0.62, 0.04, -0.20, 0.02, -0.86, -0.49, -0.83, -0.14, 0.09, -0.31, -0.87, -0.68, -0.89, 1.22, 0.44, 0.44, 0.43, 0.42, 0.49, 0.55, 0.46, 0.43, 0.51, -0.16]}

Best to worst by energy: model P, model Q.

Model P:
{"formula": "CH4NO3", "method": "ωB97M-V/def2-TZVPD", "smiles": "[O-][C@H](O)NO", "multiplicity": 1, "total_charge": -1, "orbital_gap_ev": 7.85, "elements": ["O", "C", "O", "N", "O", "H", "H", "H", "H"], "coordinates": [[-0.378, -1.431, -0.109], [-0.552, -0.184, 0.192], [-1.693, 0.386, -0.583], [0.829, 0.757, -0.192], [1.834, -0.224, -0.491], [-0.781, 0.202, 1.321], [-1.839, -0.289, -1.240], [1.149, 1.161, 0.652], [1.381, -1.023, -0.725]], "nbo_charge": [-0.89, 0.53, -0.81, -0.43, -0.66, 0.03, 0.46, 0.29, 0.48]}

Model Q:
{"formula": "CH4NO3", "method": "ωB97M-V/def2-TZVPD", "multiplicity": 1, "total_charge": -1, "orbital_gap_ev": 7.98, "elements": ["C", "N", "O", "O", "O", "H", "H", "H", "H"], "coordinates": [[-1.919, 0.347, -0.263], [-1.483, -0.559, 0.505], [-0.256, -0.609, 0.761], [1.758, 0.269, -0.601], [2.717, -0.103, 0.385], [-3.057, 0.469, -0.422], [-1.276, 1.138, -0.710], [2.822, -1.056, 0.239], [0.694, 0.105, 0.106]], "nbo_charge": [-0.34, -0.09, -0.61, -0.60, -0.53, 0.14, 0.14, 0.43, 0.46]}

Best to worst by energy: model P, model Q.

Model P:
{"formula": "C4H5NOS2", "method": "ωB97M-V/def2-TZVPD", "smiles": "CN1C(=S)COC1=S", "multiplicity": 1, "orbital_gap_ev": 8.33, "elements": ["C", "N", "C", "S", "C", "O", "C", "S", "H", "H", "H", "H", "H"], "coordinates": [[-2.027, -0.407, -0.306], [-0.589, 0.116, -0.140], [0.317, 0.166, -1.020], [0.368, 0.245, -2.750], [1.600, 0.271, -0.336], [1.345, 0.015, 0.978], [0.055, -0.050, 1.194], [-0.576, -0.252, 2.631], [-2.159, -1.732, -0.419], [-2.695, 0.208, -1.230], [-2.424, -0.258, 0.703], [1.913, 1.360, -0.540], [2.380, -0.286, -0.655]], "nbo_charge": [-0.45, -0.45, 0.17, -0.21, -0.15, -0.44, 0.32, 0.01, 0.24, 0.27, 0.23, 0.22, 0.23]}

Model Q:
{"formula": "C4H5NOS2", "method": "ωB97M-V/def2-TZVPD", "smiles": "CN(C=O)C(=S)C=S", "multiplicity": 1, "orbital_gap_ev": 7.60, "elements": ["C", "N", "C", "O", "C", "S", "C", "S", "H", "H", "H", "H", "H"], "coordinates": [[-0.736, -1.416, -1.666], [-0.690, -0.402, -0.568], [-1.787, -0.446, 0.320], [-2.704, -1.239, 0.129], [0.353, 0.459, -0.464], [1.736, 0.420, -1.445], [0.521, 1.214, 0.773], [0.731, 0.604, 2.276], [-0.020, -2.255, -1.437], [-1.738, -1.855, -1.767], [-0.518, -0.888, -2.622], [-1.672, 0.222, 1.174], [0.821, 2.239, 0.523]], "nbo_charge": [-0.43, -0.44, 0.54, -0.54, 0.07, -0.04, -0.35, 0.11, 0.23, 0.25, 0.23, 0.16, 0.23]}

Best to worst by energy: model Q, model P.

Model P:
{"formula": "C3H8NOS", "method": "ωB97M-V/def2-TZVPD", "smiles": "[O-]CNCCS", "multiplicity": 1, "total_charge": -1, "orbital_gap_ev": 5.98, "elements": ["O", "C", "N", "C", "C", "S", "H", "H", "H", "H", "H", "H", "H", "H"], "coordinates": [[-1.629, -1.335, 1.206], [-1.693, 0.004, 1.341], [-1.761, 0.709, -0.047], [-0.429, 1.076, -0.544], [0.548, -0.152, -0.623], [2.350, -0.049, -0.663], [-0.851, 0.521, 1.863], [-2.643, 0.257, 1.838], [-2.025, -0.099, -0.596], [0.074, 1.849, 0.038], [-0.596, 1.398, -1.581], [0.286, -0.724, -1.508], [0.308, -0.810, 0.220], [2.632, -0.103, 0.674]], "nbo_charge": [-0.96, 0.11, -0.68, -0.22, -0.58, -0.11, 0.06, 0.09, 0.35, 0.17, 0.17, 0.20, 0.28, 0.12]}

Model Q:
{"formula": "C3H8NOS", "method": "ωB97M-V/def2-TZVPD", "multiplicity": 1, "total_charge": -1, "orbital_gap_ev": 7.18, "elements": ["C", "C", "S", "N", "H", "H", "H", "H", "H", "H", "O", "C", "H", "H"], "coordinates": [[-1.273, 0.005, 0.310], [-0.471, -0.517, -0.918], [1.047, 0.385, -1.161], [-1.376, 1.504, 0.257], [-0.598, -0.200, 1.210], [-2.293, -0.457, 0.353], [-1.070, -0.499, -1.830], [-0.207, -1.553, -0.739], [-2.041, 1.787, -0.462], [-0.479, 1.840, 0.005], [1.279, -1.284, 1.331], [2.081, -0.521, 0.651], [2.930, -0.961, 0.025], [2.472, 0.471, 0.970]], "nbo_charge": [-0.25, -0.56, -0.33, -0.87, 0.24, 0.16, 0.18, 0.21, 0.32, 0.37, -0.79, 0.10, 0.10, 0.10]}

Best to worst by energy: model Q, model P.

Model P:
{"formula": "C3H8NOS", "method": "ωB97M-V/def2-TZVPD", "multiplicity": 1, "total_charge": -1, "orbital_gap_ev": 3.66, "elements": ["C", "O", "C", "C", "S", "N", "H", "H", "H", "H", "H", "H", "H", "H"], "coordinates": [[-0.532, -1.561, 0.274], [0.408, -2.241, 0.963], [-0.181, 0.039, 0.135], [1.157, 0.232, 0.941], [-0.846, 3.369, -1.963], [-0.105, 0.567, -1.205], [-1.538, -1.538, 0.793], [-0.752, -2.063, -0.658], [-1.032, 0.620, 0.525], [1.238, 1.183, 1.232], [1.145, -0.389, 1.873], [1.797, -0.111, 0.239], [-0.162, 1.648, -1.130], [-0.597, 0.245, -2.019]], "nbo_charge": [-0.03, -0.81, -0.06, -0.62, -0.45, -0.75, 0.10, 0.11, 0.17, 0.18, 0.24, 0.21, 0.33, 0.39]}

Model Q:
{"formula": "C3H8NOS", "method": "ωB97M-V/def2-TZVPD", "smiles": "[O-]CNCCS", "multiplicity": 1, "total_charge": -1, "orbital_gap_ev": 5.82, "elements": ["O", "C", "N", "C", "C", "S", "H", "H", "H", "H", "H", "H", "H", "H"], "coordinates": [[1.293, -1.499, -2.097], [1.952, -0.525, -1.498], [0.840, 0.379, -0.854], [-0.209, -0.518, -0.153], [-1.393, 0.243, 0.335], [-1.068, 0.932, 2.086], [2.539, -0.854, -0.553], [2.328, 0.189, -2.341], [0.319, 0.815, -1.570], [-0.499, -1.215, -1.065], [0.378, -1.153, 0.364], [-1.680, 1.102, -0.295], [-2.341, -0.338, 0.252], [-2.278, 0.684, 2.487]], "nbo_charge": [-0.95, 0.12, -0.70, -0.32, -0.46, -0.11, 0.08, 0.09, 0.31, 0.23, 0.21, 0.21, 0.20, 0.09]}

Best to worst by energy: model Q, model P.

Model P:
{"formula": "C3H4O2S2", "method": "ωB97M-V/def2-TZVPD", "smiles": "O=S1(=O)C=CSC1", "multiplicity": 1, "orbital_gap_ev": 8.62, "elements": ["O", "S", "O", "C", "C", "S", "C", "H", "H", "H", "H"], "coordinates": [[1.590, 0.549, 1.221], [1.138, 0.076, -0.060], [2.001, -0.114, -1.158], [0.150, -1.403, 0.115], [-1.276, -0.919, 0.457], [-1.797, 0.581, -0.240], [-0.178, 1.287, -0.557], [0.287, -2.367, 0.653], [-1.900, -1.563, 1.010], [0.120, 1.774, -1.587], [-0.134, 2.100, 0.146]], "nbo_charge": [-0.92, 2.17, -0.93, -0.60, -0.30, 0.36, -0.84, 0.26, 0.23, 0.28, 0.26]}

Model Q:
{"formula": "C3H4O2S2", "method": "ωB97M-V/def2-TZVPD", "smiles": "O=CSCSC=O", "multiplicity": 1, "orbital_gap_ev": 9.59, "elements": ["O", "C", "S", "C", "S", "C", "O", "H", "H", "H", "H"], "coordinates": [[-0.036, -1.548, 3.188], [-0.282, -0.921, 2.111], [0.943, 0.076, 1.302], [-0.099, 0.863, -0.066], [-1.003, -0.124, -1.077], [0.360, -0.211, -2.172], [1.548, -0.069, -1.890], [-1.308, -0.741, 1.418], [0.561, 1.530, -0.506], [-0.640, 1.713, 0.758], [-0.043, -0.568, -3.066]], "nbo_charge": [-0.54, 0.21, 0.25, -0.76, 0.32, 0.23, -0.51, 0.13, 0.26, 0.27, 0.14]}

Model R:
{"formula": "C3H4O2S2", "method": "ωB97M-V/def2-TZVPD", "smiles": "O=C(S)CC(=O)S", "multiplicity": 1, "orbital_gap_ev": 10.40, "elements": ["O", "C", "S", "C", "C", "O", "S", "H", "H", "H", "H"], "coordinates": [[1.414, -1.789, 0.028], [1.241, -0.555, -0.018], [2.266, 0.486, -0.830], [0.095, 0.001, 0.795], [-1.237, 0.550, -0.060], [-1.513, 1.733, -0.084], [-2.359, -0.731, -0.749], [1.141, 1.480, -0.964], [-0.260, -0.493, 1.635], [0.435, 0.998, 1.209], [-1.222, -1.678, -0.963]], "nbo_charge": [-0.55, 0.31, 0.10, -0.59, 0.45, -0.53, -0.04, 0.17, 0.26, 0.24, 0.18]}

Best to worst by energy: model R, model Q, model P.